(1)
# C35H37IP2Pd

C35H37IP2Pd as an isolated structure at a distorted geometry (ωB97M-V with the def2-TZVPD basis set, the OMol25 dataset).

Each line ends with the Löwdin charge.
Positions of all 76 atoms, in Å:
1 Pd -2.032 -0.881 -0.906  0.500
2 C 0.952 2.261 0.052  -0.258
3 C 0.104 2.193 -1.019  -0.185
4 C 0.528 2.011 -2.388  -0.169
5 C 0.622 0.591 -3.029  -0.159
6 C 1.129 -0.519 -2.182  -0.135
7 C 2.031 -0.363 -1.184  -0.228
8 C 2.887 0.786 -0.944  -0.168
9 C 2.381 1.872 0.108  -0.191
10 C -0.897 -2.322 0.004  -0.518
11 H 0.577 2.830 0.895  0.114
12 H -0.970 2.264 -0.802  0.103
13 H 1.482 2.524 -2.460  0.120
14 H -0.253 2.593 -2.924  0.129
15 H -0.342 0.373 -3.509  0.086
16 H 1.356 0.649 -3.830  0.128
17 H 0.704 -1.501 -2.344  0.100
18 H 2.216 -1.219 -0.532  0.096
19 H 3.150 1.309 -1.875  0.124
20 H 3.795 0.372 -0.442  0.137
21 H 2.589 1.489 1.124  0.113
22 H 2.989 2.774 -0.038  0.136
23 H -1.225 -2.521 1.020  -0.023
24 H 0.197 -2.339 -0.093  -0.054
25 H -1.452 -2.963 -0.683  -0.001
26 P -5.850 -0.372 -7.521  1.108
27 P -4.382 -3.067 -8.144  1.105
28 C -4.630 -0.434 -8.858  -0.289
29 C -3.960 -1.609 -9.088  -0.332
30 C -7.099 0.711 -8.330  -0.391
31 C -6.791 1.597 -9.383  -0.091
32 C -7.782 2.420 -9.914  -0.058
33 C -9.091 2.368 -9.399  -0.045
34 C -9.402 1.449 -8.384  -0.059
35 C -8.419 0.605 -7.876  -0.104
36 C -5.030 0.774 -6.308  -0.338
37 C -3.958 0.267 -5.552  -0.098
38 C -3.260 1.111 -4.686  -0.087
39 C -3.598 2.467 -4.597  -0.069
40 C -4.694 2.961 -5.314  -0.055
41 C -5.452 2.102 -6.117  -0.060
42 C -4.609 -4.217 -9.623  -0.336
43 C -5.765 -4.015 -10.394  -0.098
44 C -5.920 -4.701 -11.604  -0.056
45 C -4.916 -5.579 -12.037  -0.050
46 C -3.786 -5.810 -11.246  -0.054
47 C -3.661 -5.175 -10.009  -0.071
48 C -2.695 -3.588 -7.630  -0.405
49 C -2.616 -4.576 -6.631  -0.107
50 C -1.371 -5.071 -6.249  -0.071
51 C -0.202 -4.580 -6.841  -0.061
52 C -0.282 -3.583 -7.823  -0.063
53 C -1.521 -3.052 -8.188  -0.087
54 H -4.493 0.430 -9.506  0.069
55 H -3.226 -1.708 -9.889  0.090
56 H -5.789 1.677 -9.814  0.093
57 H -7.512 3.104 -10.736  0.122
58 H -9.854 3.037 -9.812  0.119
59 H -10.418 1.402 -8.003  0.114
60 H -8.664 -0.134 -7.123  0.103
61 H -3.696 -0.787 -5.643  0.095
62 H -2.461 0.719 -4.056  0.071
63 H -3.026 3.138 -3.952  0.107
64 H -4.986 4.013 -5.238  0.120
65 H -6.370 2.466 -6.600  0.114
66 H -6.524 -3.314 -10.046  0.104
67 H -6.819 -4.551 -12.200  0.115
68 H -5.017 -6.086 -12.997  0.118
69 H -2.995 -6.488 -11.578  0.118
70 H -2.818 -5.404 -9.351  0.106
71 H -3.532 -4.954 -6.173  0.109
72 H -1.310 -5.851 -5.495  0.111
73 H 0.772 -4.971 -6.552  0.113
74 H 0.624 -3.208 -8.322  0.119
75 H -1.559 -2.232 -8.917  0.098
76 I -0.120 -0.156 0.924  1.194

Computed properties:
- net charge = +2
- largest force on an atom (eV/A) = 3.17
- E_HOMO (alpha / beta) (eV) = -12.1 / -13.2
- 2S+1 = 5
- HOMO-LUMO gap (alpha / beta) (eV) = 6.44 / 4.90
- <S²> = 6.028
- LUMO energy (alpha / beta) (Ha) = -0.2066 / -0.3037
- electronic energy (eV) = -67030.10535

=====

(2)
# C35H38ClHfNP

C35H38ClHfNP as an isolated structure at a distorted geometry (ωB97M-V with the def2-TZVPD basis set, the OMol25 dataset).

Each line ends with the Löwdin charge.
Positions of all 77 atoms, in Å:
1 C 3.333 0.553 0.911  -0.222
2 C 2.635 1.662 0.339  -0.169
3 C 1.823 2.232 1.359  -0.156
4 H 2.926 2.122 -0.599  0.117
5 C 1.901 1.448 2.527  -0.223
6 C 2.837 0.383 2.302  -0.222
7 H 3.308 -0.192 3.103  0.116
8 H 4.214 0.125 0.426  0.108
9 H 1.344 3.203 1.283  0.129
10 H 1.424 1.651 3.484  0.122
11 Hf 1.224 -0.213 0.922  1.351
12 Cl -0.675 0.377 2.080  0.174
13 P -1.252 2.380 -1.209  1.058
14 C -1.822 4.053 -0.683  -0.392
15 C -1.805 5.192 -1.508  -0.080
16 H -1.435 5.124 -2.534  0.105
17 C -2.272 6.418 -1.019  -0.071
18 H -2.267 7.294 -1.673  0.110
19 C -2.747 6.519 0.295  -0.075
20 H -3.111 7.478 0.674  0.109
21 C -2.753 5.389 1.127  -0.080
22 H -3.131 5.461 2.150  0.108
23 C -2.279 4.165 0.651  -0.113
24 H -2.263 3.283 1.299  0.090
25 C -0.500 2.790 -2.837  -0.401
26 C 0.849 3.209 -2.811  -0.124
27 H 1.369 3.283 -1.852  0.076
28 C 1.501 3.537 -4.000  -0.083
29 H 2.542 3.869 -3.971  0.106
30 C 0.822 3.443 -5.225  -0.075
31 H 1.338 3.700 -6.155  0.109
32 C -0.511 3.017 -5.255  -0.068
33 H -1.046 2.944 -6.205  0.111
34 C -1.171 2.681 -4.066  -0.077
35 H -2.210 2.345 -4.101  0.106
36 C -2.850 1.639 -1.748  -0.393
37 C -4.053 2.356 -1.873  -0.076
38 H -4.085 3.425 -1.645  0.106
39 C -5.215 1.703 -2.301  -0.068
40 H -6.142 2.273 -2.409  0.111
41 C -5.189 0.334 -2.590  -0.075
42 H -6.099 -0.174 -2.923  0.109
43 C -3.995 -0.390 -2.450  -0.084
44 H -3.970 -1.459 -2.678  0.106
45 C -2.832 0.252 -2.022  -0.123
46 H -1.899 -0.306 -1.904  0.086
47 C 0.648 -6.767 2.785  -0.038
48 C 0.278 -5.410 2.243  -0.245
49 C -1.051 -5.064 2.001  -0.010
50 C -1.367 -3.817 1.458  -0.261
51 C -2.825 -3.548 1.216  -0.048
52 C -0.343 -2.907 1.141  -0.057
53 C 1.003 -3.186 1.487  -0.276
54 C 1.282 -4.492 1.956  -0.046
55 N 2.030 -2.183 1.374  -0.094
56 C 3.399 -2.760 1.631  -0.568
57 C 3.473 -3.141 3.127  -0.046
58 C 3.656 -3.816 0.536  -0.051
59 C 4.672 -1.916 1.486  -0.100
60 H 0.196 -6.969 3.769  0.091
61 H 0.345 -7.574 2.100  0.091
62 H 1.735 -6.852 2.913  0.078
63 H -1.854 -5.783 2.212  0.135
64 H -3.245 -4.298 0.527  0.091
65 H -3.396 -3.660 2.151  0.092
66 H -3.034 -2.554 0.810  0.072
67 H -0.580 -1.980 0.580  0.044
68 H 2.279 -4.874 2.169  0.094
69 H 2.532 -3.441 3.598  0.082
70 H 4.237 -3.914 3.285  0.105
71 H 3.765 -2.249 3.696  0.075
72 H 3.803 -3.269 -0.403  0.088
73 H 4.564 -4.388 0.754  0.101
74 H 2.860 -4.528 0.314  0.074
75 H 4.882 -1.635 0.444  0.079
76 H 4.732 -1.047 2.150  0.062
77 H 5.515 -2.561 1.805  0.112

Computed properties:
- net charge = +1
- largest force on an atom (eV/A) = 3.61
- E_HOMO (eV) = -10.5
- 2S+1 = 1
- energy above the lowest of the compared OMol25 structures with the same formula, charge and spin (eV) = 1.820
- HOMO-LUMO gap (eV) = 6.13
- LUMO energy (Ha) = -0.1623
- electronic energy (eV) = -61513.94457